# 1
The following is a quantum chemistry calculation of a structure of composition C25H19EuN6O3S4 at a distorted geometry, from the OMol25 dataset.

Cartesian coordinates (Å):
1 Eu -0.401 -0.686 1.082
2 N 0.247 2.052 4.406
3 C 0.571 1.160 3.451
4 S 0.266 -0.498 3.791
5 N 1.241 1.630 2.417
6 N 1.367 0.877 1.322
7 C 2.340 1.130 0.482
8 C 3.368 2.159 0.734
9 C 2.988 3.451 1.095
10 C 3.948 4.426 1.296
11 C 5.292 4.130 1.143
12 C 5.678 2.836 0.835
13 C 4.725 1.854 0.640
14 C 2.344 0.352 -0.753
15 C 3.263 0.606 -1.781
16 C 3.233 -0.157 -2.930
17 C 2.289 -1.168 -3.033
18 C 1.392 -1.339 -1.991
19 N 1.397 -0.608 -0.880
20 H -0.214 1.719 5.233
21 H 0.338 3.036 4.222
22 H 1.939 3.684 1.204
23 H 3.647 5.428 1.570
24 H 6.035 4.903 1.271
25 H 6.726 2.595 0.746
26 H 5.029 0.840 0.431
27 H 3.979 1.402 -1.676
28 H 3.933 0.036 -3.731
29 H 2.229 -1.793 -3.907
30 H 0.627 -2.104 -2.063
31 O -1.857 -2.215 0.414
32 N -1.471 -3.271 -0.279
33 C -2.303 -3.780 -1.200
34 C -1.961 -4.871 -1.957
35 C -0.723 -5.480 -1.746
36 C 0.113 -4.967 -0.788
37 C -0.247 -3.834 -0.046
38 S 0.805 -3.177 1.127
39 H -3.251 -3.274 -1.297
40 H -2.652 -5.252 -2.688
41 H -0.437 -6.345 -2.321
42 H 1.075 -5.397 -0.569
43 O -2.083 0.422 1.969
44 S -2.302 1.375 0.879
45 O -1.914 2.717 1.182
46 N -1.512 0.753 -0.410
47 C -2.387 0.133 -1.214
48 S -1.933 -0.785 -2.511
49 C -3.804 0.329 -0.851
50 C -4.928 -0.209 -1.464
51 C -6.173 0.062 -0.918
52 C -6.304 0.840 0.226
53 C -5.184 1.368 0.856
54 C -3.958 1.108 0.290
55 H -4.809 -0.840 -2.332
56 H -7.061 -0.347 -1.377
57 H -7.283 1.029 0.641
58 H -5.269 1.954 1.759

Its HOMO-LUMO gap (alpha / beta) is 0.0867 / 0.1055 Ha. Its strongest force on any atom is 0.0842 Eh/bohr. The multiplicity is 7. Its electronic energy is -103982.16297 eV. The value obtained for the HOMO energy (alpha / beta) is -4.0 / -6.7 eV. Its lowest unoccupied orbital energy (alpha / beta) is -1.62 / -3.87 eV.

# 2
The following is a quantum chemistry calculation of a structure of composition C25H19FN2O3V, from the OMol25 dataset.

Cartesian coordinates (Å):
1 V 0.796 1.236 2.027
2 C -3.864 -3.323 -1.587
3 C -3.180 -2.317 -2.500
4 C -4.189 -1.667 -3.433
5 C -3.498 -0.704 -4.380
6 C -2.713 0.311 -3.598
7 C -2.458 1.562 -4.109
8 C -1.727 2.489 -3.371
9 F -1.503 3.694 -3.925
10 C -1.246 2.208 -2.127
11 C -1.502 0.941 -1.581
12 C -0.974 0.639 -0.249
13 O -0.344 1.552 0.354
14 C -1.222 -0.666 0.248
15 C -1.954 -1.523 -0.532
16 N -2.463 -1.256 -1.741
17 C -2.231 -0.006 -2.310
18 C -0.805 -1.252 1.602
19 O -1.200 -2.384 1.851
20 O -0.089 -0.529 2.377
21 H -4.483 -3.975 -2.202
22 H -4.509 -2.819 -0.866
23 H -3.168 -3.959 -1.046
24 H -2.427 -2.832 -3.107
25 H -4.945 -1.146 -2.838
26 H -4.699 -2.455 -3.988
27 H -4.217 -0.198 -5.024
28 H -2.823 -1.261 -5.038
29 H -2.821 1.843 -5.089
30 H -0.677 2.925 -1.555
31 H -2.132 -2.502 -0.116
32 C 2.390 1.267 6.151
33 C 3.734 1.001 5.936
34 C 4.201 0.840 4.647
35 C 3.323 0.946 3.566
36 N 2.019 1.205 3.795
37 C 1.574 1.359 5.042
38 C 3.724 0.805 2.143
39 C 5.053 0.538 1.806
40 C 5.415 0.424 0.474
41 C 4.447 0.583 -0.511
42 C 3.132 0.850 -0.158
43 C 2.716 0.968 1.171
44 H 1.978 1.395 7.141
45 H 4.418 0.916 6.771
46 H 5.245 0.630 4.474
47 H 0.511 1.548 5.143
48 H 5.817 0.415 2.563
49 H 6.442 0.216 0.206
50 H 4.725 0.498 -1.555
51 H 2.401 0.971 -0.954

Its HOMO-LUMO gap (alpha / beta) is 0.2474 / 0.2935 Ha. Its strongest force on any atom is 0.0080 Eh/bohr. The multiplicity is 4. Its electronic energy is -63763.33028 eV. The value obtained for the HOMO energy (alpha / beta) is -6.8 / -8.1 eV. Its lowest unoccupied orbital energy (alpha / beta) is -0.11 / -0.15 eV.

Question: Which of these has the highest multiplicity?
Answer: C25H19EuN6O3S4

Question: What is the electronic energy in the second record?
Answer: -63763.33028 eV